# 1
This record from the Open Molecules 2025 dataset describes C5H4O2 in the gas phase at a distorted geometry. The level of theory is ωB97M-V with the def2-TZVPD basis set.

Atoms and positions in Å:
O1 1.34177 2.11413 -0.85209
C1 0.65308 1.28187 -0.40085
O2 1.17568 -0.37536 -0.56257
C2 0.17403 -1.49118 -1.17013
C3 0.29634 -1.13838 0.29217
C4 -0.62325 -0.16048 0.85759
C5 -0.53252 1.09676 0.37415
H1 -0.61756 -0.87028 -1.62721
H2 0.72625 -1.89941 0.95378
H3 -1.33451 -0.44371 1.62018
H4 -1.25931 1.88603 0.51499

Summary:
E_HOMO (alpha / beta) = -7.965 / -7.966 eV
electronic energy = -343.2172 a.u.
charge = 0
Kohn-Sham gap (alpha / beta) = 7.357 / 7.359 eV

Löwdin population analysis, charges in e, atoms 1 to 5: 0.21, -0.23, -0.11, 0.06, -0.37

=====

# 2
This record from the Open Molecules 2025 dataset describes C3H3NO2 in the gas phase. The level of theory is ωB97M-V with the def2-TZVPD basis set.

Atoms and positions in Å:
C1 -1.19667 -0.26501 0.20097
O1 -0.48351 0.87291 -0.29710
C2 0.84375 0.91431 -0.30640
O2 1.47223 1.91342 -0.50079
C3 1.51242 -0.39476 -0.09356
N1 2.00323 -1.43231 0.02699
H1 -0.51315 -1.05686 0.51231
H2 -1.78881 0.07989 1.04936
H3 -1.84947 -0.63159 -0.59176

Summary:
E_HOMO = -11.766 eV
SMILES = COC(=O)C#N
electronic energy = -321.3198 a.u.
charge = 0
Kohn-Sham gap = 11.808 eV

Löwdin population analysis, charges in e, atoms 1 to 5: -0.03, -0.01, -0.50, 0.16, -0.10

=====

# 3
This record from the Open Molecules 2025 dataset describes a molecular structure, C22H29FeN9O2S3Sb at a distorted geometry. The level of theory is ωB97M-V with the def2-TZVPD basis set.

Atoms and positions in Å:
Fe1 0.94068 -0.29237 -0.50854
C1 0.36035 -1.28523 -3.24823
N1 -0.33711 -1.18379 -1.93883
C2 -1.54880 -0.35353 -2.05213
C3 -1.07449 1.06631 -2.09601
N2 0.19233 1.35367 -1.94844
C4 0.24827 2.73174 -1.80792
C5 1.32606 3.56957 -1.53994
C6 1.05793 4.91247 -1.36560
C7 -0.24085 5.42662 -1.47696
C8 -1.31973 4.60887 -1.75143
C9 -1.04897 3.25618 -1.89885
N3 -1.86809 2.15889 -2.10403
C10 1.82818 -1.07223 -3.09839
N4 2.36336 -0.34855 -2.15205
C11 3.73483 -0.39591 -2.36344
C12 4.79692 0.18907 -1.67404
C13 6.07775 -0.09543 -2.10814
C14 6.31630 -0.92015 -3.21399
C15 5.27701 -1.47932 -3.93032
C16 3.99279 -1.20137 -3.48460
N5 2.74902 -1.60552 -3.93089
H1 -0.02099 -0.50043 -3.90361
H2 0.17067 -2.24930 -3.72374
H3 -0.56459 -2.11812 -1.62299
H4 -2.16366 -0.48534 -1.15943
H5 -2.15095 -0.62055 -2.92705
H6 2.32626 3.16787 -1.44913
H7 1.86564 5.59201 -1.12827
H8 -0.40318 6.48702 -1.33872
H9 -2.32791 4.99354 -1.83388
H10 -2.87262 2.17377 -2.11794
H11 4.62355 0.85528 -0.84173
H12 6.92203 0.33172 -1.58388
H13 7.33520 -1.11935 -3.51701
H14 5.44947 -2.10656 -4.79504
H15 2.56856 -2.22797 -4.69943
N6 -0.35077 -1.51978 1.14260
C17 -1.40551 -0.78210 1.84700
C18 -1.01910 -0.55806 3.32844
C19 -1.30316 -1.72272 4.30635
C20 -2.63520 -1.80555 5.07998
N7 -3.85965 -2.01702 4.30137
C21 -4.55106 -1.06262 3.69375
N8 -4.41043 0.22311 3.98028
N9 -5.43452 -1.38884 2.73892
C22 -1.51691 0.58654 1.11324
O1 -2.55082 1.28851 1.19703
O2 -0.51056 0.89322 0.43198
H16 -0.64820 -2.44371 0.85422
H17 0.42148 -1.69313 1.79406
H18 -2.35018 -1.31921 1.74651
H19 -1.42959 0.38200 3.69701
H20 0.06572 -0.42436 3.32299
H21 -0.54350 -1.66782 5.08906
H22 -1.13232 -2.66888 3.78443
H23 -2.76303 -0.92490 5.71071
H24 -2.57497 -2.65758 5.75445
H25 -4.08801 -2.97322 4.08498
H26 -3.78299 0.45330 4.73251
H27 -4.25239 0.81848 3.12041
H28 -5.65845 -2.34137 2.51489
H29 -6.02302 -0.65861 2.37678
S1 2.37843 -1.98908 3.14803
Sb1 3.22754 -1.40548 1.06962
S2 1.84452 -2.65200 -0.40684
S3 2.27544 0.81726 0.77989

Summary:
E_HOMO (alpha / beta) = -9.793 / -9.790 eV
electronic energy = -4197.4754 a.u.
charge = +1
spin multiplicity = 5
Kohn-Sham gap (alpha / beta) = 6.020 / 5.512 eV

Löwdin population analysis, charges in e, atoms 1 to 5: 0.21, -0.09, -0.12, -0.09, -0.32

=====

# 4
This record from the Open Molecules 2025 dataset describes a molecular structure, C47H46AsCrN6OTe at a distorted geometry. The level of theory is ωB97M-V with the def2-TZVPD basis set.

Atoms and positions in Å:
Cr1 -0.29960 0.35060 -0.05360
N1 0.81950 2.25660 0.12780
C1 -0.12010 3.34110 0.03880
C2 0.28100 4.65420 -0.10040
C3 -0.67210 5.67150 -0.15560
C4 -2.00770 5.37450 -0.05320
C5 -2.44330 4.04360 0.08980
C6 -3.79770 3.68600 0.22940
C7 -4.10490 2.35900 0.42960
C8 -3.09890 1.40420 0.40620
N2 -1.80980 1.67300 0.19530
C9 -1.47780 3.00210 0.11090
H1 1.51010 2.36160 -0.61940
H2 1.35140 2.34080 0.99830
H3 1.33490 4.88690 -0.17390
H4 -0.34700 6.69280 -0.28220
H5 -2.74950 6.15830 -0.07290
H6 -4.56590 4.43960 0.19610
H7 -5.12330 2.03920 0.58120
H8 -3.35400 0.36510 0.55970
C10 -4.90620 -1.81080 3.57900
C11 -5.42750 -1.60900 2.31140
C12 -4.59680 -1.63770 1.20410
C13 -3.23400 -1.86550 1.35870
C14 -2.73240 -2.13990 2.62480
C15 -3.56000 -2.10490 3.73290
As1 -1.93890 -1.77950 -0.10560
C16 -1.99460 -3.73240 -0.33550
C17 -1.42900 -4.69480 0.48230
C18 -1.70700 -6.03610 0.26620
C19 -2.52960 -6.42320 -0.77900
C20 -3.08610 -5.47000 -1.61050
C21 -2.83950 -4.11940 -1.38820
C22 -3.46480 -3.02120 -2.11980
C23 -4.31950 -3.16860 -3.20630
C24 -4.92100 -2.05780 -3.76880
C25 -4.68110 -0.79810 -3.24570
C26 -3.81210 -0.63890 -2.17770
C27 -3.19000 -1.74050 -1.61010
H9 -5.54940 -1.74610 4.44530
H10 -6.48400 -1.41750 2.18190
H11 -5.01370 -1.47680 0.21520
H12 -1.68030 -2.37870 2.72280
H13 -3.14900 -2.29580 4.71530
H14 -0.78260 -4.39090 1.29360
H15 -1.29170 -6.78690 0.92130
H16 -2.75610 -7.46680 -0.93930
H17 -3.73690 -5.77440 -2.41710
H18 -4.51630 -4.15020 -3.61150
H19 -5.58680 -2.17800 -4.60990
H20 -5.16690 0.06650 -3.67150
H21 -3.64650 0.35730 -1.78300
N3 0.47920 -2.68380 1.90490
H22 0.58340 -1.67680 1.82110
H23 1.12260 -3.10340 1.23940
H24 0.80580 -2.93230 2.83310
N4 -0.55520 0.22890 1.89930
C28 -0.68760 0.15820 3.06670
N5 -0.91820 0.19680 4.28100
C29 -0.39330 -0.30510 5.34260
N6 0.02110 -0.71410 6.33750
C30 3.85400 1.36730 0.52390
C31 3.64410 0.33130 1.63770
C32 2.51900 0.68080 2.60850
C33 3.48850 -1.04150 1.01180
C34 4.45260 -1.96790 1.37030
C35 4.55080 -3.20200 0.75980
C36 3.69150 -3.47550 -0.28070
C37 2.69770 -2.59310 -0.68390
C38 2.03430 -3.01120 -1.98200
C39 0.62870 -2.50160 -2.22490
C40 2.94830 -2.62070 -3.15220
C41 2.49250 -1.37240 0.03080
O1 1.44470 -0.60410 -0.18400
H25 3.69790 2.38060 0.89720
H26 3.18370 1.16650 -0.31130
H27 4.87410 1.29890 0.14420
H28 4.56440 0.31490 2.23260
H29 1.55790 0.67590 2.10730
H30 2.68560 1.65580 3.06550
H31 2.48370 -0.05710 3.40870
H32 5.16700 -1.71640 2.14170
H33 5.32440 -3.90100 1.03750
H34 3.80420 -4.40500 -0.82190
H35 1.97910 -4.10560 -1.96540
H36 0.62770 -1.41820 -2.34160
H37 0.00200 -2.79130 -1.38120
H38 0.22660 -2.96180 -3.12710
H39 3.08210 -1.54250 -3.20040
H40 2.50090 -2.94310 -4.09040
H41 3.92670 -3.08690 -3.04920
Te1 -0.77380 1.27960 -2.53070
C42 -0.29750 0.69950 -4.55060
C43 0.01690 1.71750 -5.44370
C44 0.22020 1.44930 -6.78340
C45 0.10530 0.15150 -7.25220
C46 -0.22380 -0.86570 -6.37490
C47 -0.42800 -0.59220 -5.03410
H42 0.08230 2.73360 -5.08150
H43 0.46490 2.24790 -7.47130
H44 0.25840 -0.06250 -8.29990
H45 -0.33050 -1.87520 -6.74710
H46 -0.71670 -1.38950 -4.36610

Summary:
E_HOMO (alpha / beta) = -7.139 / -7.325 eV
electronic energy = -5770.6113 a.u.
charge = 0
spin multiplicity = 2
Kohn-Sham gap (alpha / beta) = 5.199 / 6.030 eV

Löwdin population analysis, charges in e, atoms 1 to 5: 0.31, 0.03, -0.27, 0.01, -0.05

=====

# 5
This record from the Open Molecules 2025 dataset describes C8H14N2OS in the gas phase at a distorted geometry. The level of theory is ωB97M-V with the def2-TZVPD basis set.

Atoms and positions in Å:
N1 2.44042 -0.95967 -2.18626
C1 1.39487 -0.18384 -1.71651
N2 0.72287 -0.55859 -0.74004
C2 -0.50679 0.08427 -0.23659
C3 -0.13245 0.81546 1.05685
C4 0.42296 -0.18728 2.10611
C5 -0.23080 -1.55566 1.96528
C6 -1.59210 -1.43327 1.26725
O1 -1.48182 -0.91522 -0.00520
C7 -1.13886 1.04722 -1.25472
C8 -0.17433 2.07645 -1.82475
S1 1.16829 1.26002 -2.74701
H1 2.71368 -1.74890 -1.58648
H2 3.27365 -0.48074 -2.54340
H3 0.51210 1.63044 0.83045
H4 -1.05441 1.25072 1.50175
H5 1.51109 -0.30574 2.01312
H6 0.25292 0.18573 3.13610
H7 -0.30147 -2.06687 2.94345
H8 0.43122 -2.18017 1.33679
H9 -2.09892 -2.39096 1.20241
H10 -2.23094 -0.84262 1.93752
H11 -1.97734 1.59284 -0.78905
H12 -1.54015 0.45345 -2.10527
H13 -0.67287 2.69837 -2.52720
H14 0.28918 2.71456 -1.03461

Summary:
E_HOMO = -8.851 eV
SMILES = NC1=N[C@@]2(CCCCO2)CCS1
electronic energy = -896.1724 a.u.
charge = 0
Kohn-Sham gap = 9.603 eV

Löwdin population analysis, charges in e, atoms 1 to 5: 0.04, -0.73, 0.15, -0.50, -0.10

=====

# 6
This record from the Open Molecules 2025 dataset describes 15 unconnected molecules or ions with the total composition C41H117N23O15 at a distorted geometry. The level of theory is ωB97M-V with the def2-TZVPD basis set.

Atoms and positions in Å:
C1 -26.61583 -22.50888 1.88858
C2 -25.58427 -22.20065 0.82310
C3 -25.58693 -23.15895 -0.40668
C4 -26.75718 -22.89482 -1.32836
C5 -26.73935 -21.47802 -1.88624
C6 -26.59318 -20.36491 -0.83730
N1 -25.66839 -20.84905 0.23300
O1 -25.60827 -19.85300 1.27163
C7 -26.16262 -19.13313 -1.58755
C8 -27.93164 -20.10605 -0.12901
C9 -24.20512 -22.35412 1.47192
H1 -27.65138 -22.59375 1.54985
H2 -26.58820 -21.82709 2.74350
H3 -26.55299 -23.45800 2.43317
H4 -24.61598 -23.02895 -0.88275
H5 -25.75412 -24.17792 -0.04691
H6 -27.74312 -22.96835 -0.86433
H7 -26.74325 -23.54635 -2.20487
H8 -27.62372 -21.28661 -2.50127
H9 -25.88953 -21.45171 -2.57813
H10 -26.02073 -18.24310 -0.96811
H11 -25.19605 -19.27335 -2.07787
H12 -26.85664 -18.86657 -2.38619
H13 -27.97739 -19.32537 0.63547
H14 -28.69056 -19.83347 -0.87276
H15 -28.38229 -20.95336 0.39551
H16 -23.92857 -21.50404 2.10427
H17 -23.34447 -22.44477 0.80846
H18 -24.17730 -23.19248 2.17256
H19 -26.49732 -19.92944 1.64496
C10 -29.52740 -19.13071 -4.80759
O2 -29.25637 -18.08011 -5.39020
N2 -29.61186 -20.40355 -5.31783
N3 -29.72604 -19.13903 -3.43525
H20 -29.51671 -21.24148 -4.77697
H21 -29.41326 -20.51204 -6.31071
H22 -29.88152 -20.02741 -2.97617
H23 -29.75504 -18.29051 -2.90719
C11 -22.26892 -18.22334 0.27946
O3 -23.10596 -17.39729 -0.11654
N4 -22.55851 -19.48282 0.71590
N5 -20.92333 -18.05074 0.05007
H24 -23.53830 -19.68700 0.58641
H25 -21.89660 -20.04742 1.20719
H26 -20.33676 -18.77791 0.45585
H27 -20.52454 -17.21242 -0.32437
C12 -23.55323 -14.20505 -0.88317
O4 -23.16903 -13.14828 -1.37805
N6 -23.54316 -14.44492 0.48394
N7 -24.04228 -15.27578 -1.58245
H28 -23.57483 -15.42520 0.72981
H29 -22.98237 -13.80189 1.01498
H30 -24.28239 -16.13932 -1.12923
H31 -23.99168 -15.22980 -2.57803
C13 -27.44535 -18.92050 4.86552
O5 -27.08590 -19.51708 3.84816
N8 -28.62438 -19.31529 5.48009
N9 -26.80811 -17.90527 5.50733
H32 -28.88155 -20.27656 5.34415
H33 -28.95642 -18.76717 6.25040
H34 -25.91118 -17.57646 5.19333
H35 -27.09925 -17.46322 6.35650
C14 -22.09896 -21.99105 -2.91032
O6 -22.06183 -23.16434 -2.45757
N10 -23.14334 -21.11867 -2.79917
N11 -21.12246 -21.59048 -3.78798
H36 -23.14626 -20.18993 -3.17087
H37 -23.96560 -21.58763 -2.44027
H38 -21.18025 -20.68481 -4.24290
H39 -20.42851 -22.29570 -3.96129
C15 -31.30434 -22.29264 -1.55851
O7 -31.04798 -21.46474 -2.44477
N12 -30.36052 -22.86121 -0.73009
N13 -32.55393 -22.89509 -1.47482
H40 -29.44416 -22.45686 -0.80040
H41 -30.62047 -23.69907 -0.25294
H42 -33.15823 -22.56615 -2.20889
H43 -32.61793 -23.74931 -0.96195
C16 -22.51673 -17.93430 -4.86214
O8 -22.11666 -19.10719 -4.92473
N14 -22.39898 -17.11024 -5.94600
N15 -22.97870 -17.26484 -3.74926
H44 -22.72023 -16.16161 -5.89616
H45 -22.13771 -17.46140 -6.84720
H46 -23.57798 -16.48610 -3.93327
H47 -23.01494 -17.75827 -2.87005
C17 -29.81922 -21.92345 3.76585
O9 -29.13193 -22.31279 4.71019
N16 -29.29993 -21.13988 2.77023
N17 -31.18293 -22.06109 3.62279
H48 -29.90250 -20.96041 1.98637
H49 -28.35339 -20.80799 2.75544
H50 -31.62268 -22.60060 4.35046
H51 -31.72019 -21.30937 3.22117
C18 -28.09366 -12.89214 0.15487
C19 -27.61882 -14.14845 0.91270
C20 -27.51274 -15.37659 0.01561
O10 -28.71623 -15.59214 -0.70278
C21 -28.64136 -16.60143 -1.71012
N18 -26.35116 -13.83317 1.54020
H52 -28.09661 -12.03755 0.83778
H53 -29.10325 -12.98386 -0.25735
H54 -27.48373 -12.55482 -0.68977
H55 -28.50766 -14.37565 1.51052
H56 -27.44330 -16.25479 0.68328
H57 -26.55102 -15.45169 -0.50774
H58 -28.02891 -16.50857 -2.60984
H59 -29.68750 -16.43084 -1.99435
H60 -28.53412 -17.59631 -1.26953
H61 -25.55864 -13.82450 0.90386
H62 -26.42532 -12.90220 1.92868
C22 -31.06421 -17.52454 3.88184
C23 -30.66515 -17.69830 2.44091
C24 -31.77526 -18.33947 1.58822
O11 -32.20039 -19.60524 2.03827
C25 -33.21680 -20.24321 1.31239
N19 -30.19706 -16.42187 1.92355
H63 -31.35029 -18.45670 4.37515
H64 -31.95141 -16.90735 4.07317
H65 -30.27630 -17.07455 4.48684
H66 -29.86424 -18.44616 2.36280
H67 -31.54678 -18.39924 0.51448
H68 -32.60621 -17.61322 1.61376
H69 -33.57973 -21.08144 1.91247
H70 -32.87489 -20.67762 0.36850
H71 -34.10709 -19.62570 1.16070
H72 -30.25177 -16.46176 0.90954
H73 -30.75494 -15.66187 2.29105
C26 -25.10833 -21.15300 -6.40780
C27 -26.62792 -21.19712 -6.58666
C28 -27.11686 -20.83617 -8.01582
O12 -28.40034 -20.22490 -7.89066
C29 -28.96783 -20.01503 -9.15534
N20 -26.99845 -22.59638 -6.27384
H74 -24.72758 -20.12672 -6.44543
H75 -24.59498 -21.73564 -7.17216
H76 -24.83954 -21.49657 -5.41071
H77 -27.18545 -20.51770 -5.94238
H78 -27.12526 -21.73335 -8.64752
H79 -26.43498 -20.16599 -8.55228
H80 -28.24370 -19.52747 -9.81973
H81 -29.82585 -19.33874 -9.17326
H82 -29.36123 -20.93441 -9.60876
H83 -27.16064 -23.04197 -7.17919
H84 -27.97637 -22.68460 -5.98470
C30 -20.07257 -21.63249 2.34171
C31 -18.79961 -21.27304 1.63721
C32 -18.10736 -22.47607 0.94378
O13 -17.05214 -22.06158 0.12268
C33 -15.79505 -22.13011 0.75731
N21 -19.18058 -20.40395 0.49486
H85 -20.61055 -20.80464 2.80175
H86 -19.74372 -22.34413 3.11570
H87 -20.82171 -22.31558 1.92820
H88 -18.13637 -20.72147 2.30539
H89 -18.86809 -22.96171 0.32547
H90 -17.91182 -23.23387 1.71715
H91 -15.00772 -21.57268 0.24517
H92 -15.43611 -23.16403 0.71326
H93 -15.81249 -21.72079 1.77122
H94 -19.84326 -20.92033 -0.08249
H95 -18.38937 -20.22515 -0.11438
C34 -26.30360 -27.69554 -1.43907
C35 -27.25364 -28.37429 -0.45843
C36 -27.46560 -27.51650 0.79015
O14 -28.23106 -26.34326 0.52206
C37 -28.82304 -25.80699 1.67312
N22 -28.59990 -28.51871 -1.07318
H96 -25.30902 -27.47575 -1.04139
H97 -26.72772 -26.80033 -1.90124
H98 -26.03002 -28.28891 -2.31682
H99 -26.79301 -29.35160 -0.31557
H100 -26.47549 -27.17487 1.12677
H101 -27.92469 -28.02274 1.64554
H102 -29.66616 -26.38810 2.04978
H103 -29.31410 -24.88037 1.33104
H104 -28.16307 -25.29048 2.37702
H105 -29.20642 -28.96951 -0.38059
H106 -29.02501 -27.59899 -0.93062
C38 -20.76510 -26.99165 -4.19228
C39 -22.12971 -26.83720 -3.52347
C40 -21.91832 -26.52730 -2.02255
O15 -21.05469 -27.47950 -1.40448
C41 -20.93914 -27.29944 -0.02374
N23 -22.99965 -25.82697 -4.08826
H107 -19.90895 -27.22371 -3.56128
H108 -20.49964 -26.12298 -4.79626
H109 -20.81399 -27.85463 -4.86367
H110 -22.77262 -27.71914 -3.55028
H111 -22.91358 -26.76468 -1.61513
H112 -21.52739 -25.53330 -1.79334
H113 -20.72455 -26.25708 0.21013
H114 -20.17611 -27.92811 0.43428
H115 -21.86884 -27.59128 0.48369
H116 -22.81293 -24.86884 -3.81012
H117 -23.94208 -25.97667 -3.74387

Summary:
E_HOMO = -8.465 eV
electronic energy = -4020.4260 a.u.
charge = 0
Kohn-Sham gap = 8.589 eV

Löwdin population analysis, charges in e, atoms 1 to 5: -0.04, -0.48, -0.10, -0.16, -0.13